Record 1
ORCA calculation (wB97M-V/def2-TZVPD) on a molecular structure, C33H61FNO13S6 in a non-equilibrium geometry.

Atoms and positions in Å:
C -6.834 2.691 62.171
C -6.362 1.250 62.565
O -6.028 1.094 63.671
N -6.528 0.162 61.477
H -7.424 0.486 61.239
H -5.907 0.287 60.715
C -6.211 -1.114 62.079
H -6.571 3.030 61.188
H -6.414 3.299 62.985
H -7.919 2.740 62.341
H -5.147 -1.114 62.374
H -6.285 -1.837 61.247
H -6.675 -1.352 62.998
F -4.027 7.566 59.885
C -5.275 7.129 59.433
C -6.013 6.058 59.973
C -7.221 5.700 59.511
C -7.896 6.410 58.472
C -7.222 7.463 57.913
C -5.995 7.820 58.487
H -5.534 5.686 60.585
H -7.772 4.879 59.958
H -8.822 6.163 58.232
H -7.702 8.049 57.082
H -5.556 8.566 58.213
C -9.923 -2.581 67.160
C -11.073 -1.695 66.709
C -10.543 -0.984 65.611
S -9.900 -2.376 64.687
O -8.540 -1.972 64.268
O -10.860 -2.868 63.769
C -9.661 -3.533 65.992
H -10.153 -2.951 68.118
H -9.246 -1.797 67.480
H -11.514 -0.987 67.462
H -12.053 -2.101 66.774
H -9.732 -0.272 66.101
H -11.304 -0.368 64.975
H -8.608 -3.782 65.918
H -10.297 -4.410 65.886
C -5.351 -5.134 57.597
C -6.566 -5.046 58.525
C -7.309 -3.954 57.992
S -6.210 -2.752 57.800
O -6.043 -2.133 59.079
O -6.738 -1.876 56.788
C -4.781 -3.706 57.400
H -5.705 -5.405 56.667
H -4.510 -5.830 57.832
H -6.319 -5.042 59.530
H -7.086 -6.008 58.613
H -8.152 -3.938 58.674
H -7.843 -4.269 57.098
H -4.174 -3.346 58.189
H -4.360 -3.284 56.427
C -10.689 -1.284 58.046
C -10.513 -0.128 57.163
C -10.657 1.038 57.908
S -10.149 0.605 59.574
O -11.175 0.611 60.420
O -8.934 1.369 59.873
C -9.714 -1.052 59.209
H -10.353 -2.082 57.534
H -11.725 -1.219 58.226
H -11.350 -0.011 56.334
H -9.549 -0.268 56.648
H -11.888 1.261 57.948
H -10.148 1.926 57.601
H -9.892 -1.546 60.020
H -8.734 -1.004 58.812
C -4.272 2.100 56.016
C -4.701 3.392 56.533
C -5.304 3.293 57.794
S -6.170 1.758 57.705
O -7.475 2.184 57.392
O -5.892 1.082 59.076
C -5.351 1.070 56.260
H -3.318 1.832 56.386
H -4.153 2.233 54.908
H -5.589 3.766 55.824
H -3.968 4.171 56.583
H -6.013 4.098 57.896
H -4.537 3.427 58.683
H -6.054 0.989 55.490
H -5.029 0.006 56.213
C -0.635 1.282 61.940
C -0.631 1.031 60.468
C -1.745 1.530 59.824
S -3.095 1.132 60.962
O -3.626 -0.144 60.764
O -4.057 2.184 60.807
C -2.091 1.222 62.354
H -0.377 2.237 62.169
H 0.167 0.674 62.569
H -0.829 0.012 60.457
H 0.153 1.413 59.831
H -2.030 1.355 58.700
H -1.684 2.688 59.663
H -2.255 0.213 62.691
H -2.476 1.884 63.162
C -13.015 4.306 61.586
C -12.430 5.637 62.144
C -12.030 5.375 63.430
S -11.236 3.779 63.338
O -11.595 2.959 64.435
O -9.860 3.993 62.955
C -12.088 3.190 62.001
H -13.114 4.259 60.483
H -13.956 4.099 61.990
H -13.137 6.272 62.179
H -11.593 6.006 61.417
H -12.966 5.514 64.165
H -11.208 5.970 63.730
H -12.778 2.286 62.316
H -11.440 3.003 61.021

Its net charge is +1. The gap between HOMO and LUMO comes out at 9.4 eV. As for the highest occupied orbital energy: -11.015 eV. The relative energy (zero: lowest compared OMol25 entry of this formula, charge and spin) comes out at 1.456 eV.

Record 2
ORCA calculation (wB97M-V/def2-TZVPD) on 7 unconnected molecules or ions with the total composition C33H61NO26P.

Atoms and positions in Å:
C -4.532 -0.551 -1.837
C -3.244 0.226 -1.560
C -3.595 1.485 -0.764
C -2.498 0.659 -2.829
C -2.219 -0.467 -3.824
O -0.782 -0.630 -4.055
C -0.265 -1.825 -3.795
O 0.583 -2.364 -4.446
C -0.704 -2.495 -2.503
C -0.352 -1.917 -1.276
C 0.485 -0.667 -1.166
O 0.000 0.181 -0.151
C 0.979 0.658 0.765
O 0.291 1.059 1.912
C -0.432 -0.025 2.464
C -0.734 0.289 3.920
O -1.559 -0.730 4.479
C -0.776 -2.543 -0.128
N -1.495 -3.670 -0.196
C -1.824 -4.250 -1.356
C -1.441 -3.687 -2.548
P -2.044 -4.509 -4.071
O -3.165 -3.762 -4.621
O -0.859 -4.725 -5.087
O -2.438 -5.973 -3.556
H -4.414 -1.401 -2.508
H -4.916 -0.947 -0.894
H -5.304 0.117 -2.216
H -2.599 -0.367 -0.902
H -4.234 1.243 0.087
H -4.156 2.176 -1.392
H -2.707 1.979 -0.372
H -3.072 1.447 -3.311
H -1.533 1.065 -2.523
H -2.638 -0.243 -4.802
H -2.663 -1.411 -3.518
H 0.478 -0.135 -2.115
H 1.525 -0.966 -0.993
H 1.684 -0.147 1.021
H 1.556 1.491 0.367
H 0.194 -0.927 2.448
H -1.379 -0.176 1.936
H 0.190 0.287 4.489
H -1.241 1.253 3.979
H -2.213 -1.001 3.829
H -0.571 -2.155 0.856
H -1.813 -4.101 0.664
H -2.423 -5.148 -1.342
H -0.313 -5.505 -4.929
H -1.775 -6.431 -3.025
C -4.231 -7.887 -0.596
O -2.822 -7.791 -0.319
C -2.389 -8.667 0.603
O -3.072 -9.465 1.176
O -1.080 -8.479 0.761
C -0.474 -9.363 1.720
H -4.442 -7.135 -1.352
H -4.476 -8.872 -0.984
H -4.811 -7.688 0.302
H -0.592 -10.398 1.408
H -0.917 -9.220 2.702
H 0.578 -9.100 1.743
C 3.085 3.158 2.938
O 4.067 2.260 2.411
C 5.326 2.698 2.517
O 5.666 3.742 3.002
O 6.134 1.783 1.993
C 7.526 2.138 2.046
H 2.128 2.675 2.777
H 3.241 3.325 4.002
H 3.104 4.108 2.407
H 7.848 2.267 3.076
H 7.707 3.053 1.488
H 8.059 1.310 1.589
C 1.250 2.905 10.035
O 1.175 1.528 9.648
C 0.200 1.252 8.788
O -0.582 2.042 8.325
O 0.238 -0.052 8.516
C -0.778 -0.486 7.607
H 2.082 2.972 10.729
H 1.438 3.536 9.169
H 0.331 3.215 10.526
H -0.684 0.024 6.656
H -1.767 -0.308 8.023
H -0.627 -1.552 7.467
C -1.616 -2.280 -7.231
O -1.288 -2.413 -8.616
C -2.345 -2.601 -9.408
O -3.491 -2.656 -9.047
O -1.912 -2.714 -10.660
C -2.948 -2.919 -11.627
H -0.674 -2.128 -6.711
H -2.263 -1.416 -7.077
H -2.109 -3.176 -6.868
H -3.638 -2.078 -11.631
H -3.489 -3.839 -11.419
H -2.447 -2.991 -12.586
C -0.793 5.438 -3.907
O -1.973 6.239 -3.972
C -3.050 5.690 -3.417
O -3.095 4.609 -2.885
O -4.064 6.536 -3.548
C -5.301 6.080 -2.991
H -0.015 6.016 -4.394
H -0.517 5.245 -2.871
H -0.939 4.496 -4.433
H -5.200 5.914 -1.921
H -5.626 5.164 -3.481
H -6.018 6.873 -3.177
C 10.665 7.811 4.849
O 9.473 7.632 5.619
C 8.694 6.636 5.203
O 8.917 5.911 4.268
O 7.630 6.578 6.000
C 6.696 5.550 5.659
H 11.188 8.647 5.303
H 11.286 6.918 4.890
H 10.422 8.043 3.814
H 7.167 4.571 5.718
H 6.296 5.702 4.659
H 5.896 5.617 6.390

Its net charge is +1. The gap between HOMO and LUMO comes out at 7.0 eV. As for the highest occupied orbital energy: -11.805 eV.

Record 3
ORCA calculation (wB97M-V/def2-TZVPD) on a molecular structure, C33H62AuClGeO9SSi in a non-equilibrium geometry.

Atoms and positions in Å:
Au 0.017 0.076 -0.240
C -0.640 1.634 3.946
C 0.322 1.169 2.850
C 0.880 2.387 2.118
C 1.449 0.330 3.452
O -0.386 0.333 1.934
Ge -2.310 0.086 1.671
O -1.957 1.220 0.150
C -2.819 1.910 -0.747
C -2.819 1.230 -2.111
C -4.247 1.883 -0.187
C -2.321 3.347 -0.872
O -1.703 -1.334 0.509
C -1.560 -2.730 0.725
C -2.403 -3.160 1.929
C -2.040 -3.440 -0.539
C -0.089 -3.058 0.998
H -0.110 2.232 4.686
H -1.436 2.239 3.507
H -1.092 0.773 4.443
H 1.414 3.036 2.813
H 1.564 2.081 1.324
H 0.062 2.948 1.662
H 2.095 0.942 4.084
H 1.030 -0.478 4.053
H 2.044 -0.107 2.647
H -2.991 0.158 -1.994
H -3.595 1.653 -2.746
H -1.854 1.373 -2.595
H -4.597 0.851 -0.118
H -4.270 2.328 0.810
H -4.917 2.442 -0.838
H -1.257 3.341 -1.121
H -2.864 3.877 -1.656
H -2.453 3.879 0.071
H -3.451 -2.901 1.765
H -2.324 -4.235 2.087
H -2.054 -2.643 2.826
H -3.097 -3.228 -0.703
H -1.479 -3.070 -1.400
H -1.901 -4.519 -0.463
H 0.248 -2.517 1.884
H 0.046 -4.128 1.156
H 0.528 -2.742 0.151
C -3.910 -0.104 -5.318
C -2.572 -0.655 -5.786
C -2.079 0.109 -7.010
C -2.682 -2.142 -6.101
O -1.651 -0.511 -4.671
Si -0.080 -0.204 -4.645
S 0.549 -0.164 -2.511
O 0.904 -1.294 -5.300
C 1.386 -2.622 -5.004
C 0.381 -3.377 -4.140
C 1.570 -3.310 -6.349
C 2.718 -2.493 -4.270
O 0.217 1.265 -5.200
C 1.352 2.029 -5.648
C 1.746 1.537 -7.037
C 2.511 1.852 -4.673
C 0.894 3.479 -5.688
H -4.659 -0.235 -6.099
H -3.820 0.960 -5.094
H -4.238 -0.626 -4.419
H -2.807 0.020 -7.815
H -1.124 -0.296 -7.356
H -1.940 1.163 -6.770
H -3.425 -2.304 -6.881
H -2.979 -2.696 -5.210
H -1.721 -2.524 -6.453
H -0.572 -3.495 -4.655
H 0.208 -2.826 -3.211
H 0.772 -4.362 -3.888
H 0.617 -3.362 -6.877
H 1.948 -4.322 -6.206
H 2.273 -2.751 -6.967
H 2.570 -1.948 -3.336
H 3.444 -1.955 -4.882
H 3.116 -3.481 -4.036
H 1.955 0.466 -7.005
H 2.636 2.064 -7.380
H 0.938 1.712 -7.747
H 2.835 0.808 -4.686
H 2.204 2.118 -3.659
H 3.347 2.487 -4.965
H 0.044 3.587 -6.361
H 1.704 4.118 -6.040
H 0.593 3.805 -4.692
C 5.283 1.323 1.169
C 6.203 0.163 0.918
C 7.377 0.067 1.635
C 8.208 -1.051 1.541
Cl 9.654 -1.099 2.440
C 7.851 -2.151 0.742
C 6.698 -2.085 0.021
C 5.894 -0.920 0.047
O 4.878 -0.964 -0.787
C 4.305 0.192 -1.342
C 2.919 0.636 -0.707
O 2.655 1.810 -0.899
O 2.289 -0.298 -0.142
H 5.474 1.721 2.163
H 4.238 1.022 1.115
H 5.438 2.133 0.453
H 7.648 0.871 2.306
H 8.487 -3.024 0.692
H 6.388 -2.902 -0.617
H 4.014 -0.060 -2.363
H 4.966 1.053 -1.333

Its net charge is +1. The gap between HOMO and LUMO (spin up / spin down) comes out at 7.7 / 3.8 eV. As for the highest occupied orbital energy (spin up / spin down): -10.532 / -10.478 eV. As for the spin multiplicity: 4. The relative energy (zero: lowest compared OMol25 entry of this formula, charge and spin) comes out at 1.062 eV. The expectation value of S² is 3.78.

Record 4
ORCA calculation (wB97M-V/def2-TZVPD) on 5 unconnected molecules or ions with the total composition C33H63N7O9 in a non-equilibrium geometry.

Atoms and positions in Å:
H -9.695 0.416 2.719
N -8.769 0.301 2.255
C -8.987 0.002 0.995
C -7.754 -0.252 -0.024
N -6.478 -0.388 0.739
C -5.608 0.816 0.785
O -5.898 1.991 1.081
C -4.161 0.264 0.422
C -2.820 0.967 0.146
C -1.519 0.168 -0.197
C -0.126 0.890 -0.530
C 0.751 1.232 0.774
O 1.159 2.649 0.622
C 2.058 3.026 1.657
O 3.283 2.839 1.497
C -1.640 -1.406 -0.203
N -0.465 -2.282 -0.472
C 0.478 -2.109 0.694
C 0.848 -3.501 1.435
C -3.031 -2.086 0.081
C -3.074 -3.691 0.007
C -3.223 -4.045 -1.571
O -2.590 -4.978 -2.122
C -4.311 -1.279 0.379
C -5.814 -1.714 0.652
O -6.363 -2.831 0.744
H -10.061 -0.064 0.576
H -7.993 -1.257 -0.536
H -7.717 0.567 -0.834
H -2.793 2.104 0.162
H -0.377 1.817 -1.156
H 0.536 0.227 -1.202
H 0.148 1.097 1.742
H 1.719 0.613 0.748
H 1.604 3.463 2.613
H 0.003 -1.862 -1.298
H -0.020 -1.439 1.485
H 1.433 -1.607 0.303
H 1.955 -3.408 1.748
H 0.254 -3.577 2.422
H 0.668 -4.414 0.770
H -2.081 -4.090 0.425
H -3.955 -4.070 0.624
H -3.932 -3.335 -2.153
C 1.335 -7.331 -0.934
O 1.051 -7.057 0.429
C -0.056 -7.780 0.958
C 0.283 -9.215 1.416
C 0.428 -10.202 0.261
N 1.506 -9.249 2.227
H 0.427 -7.524 -1.513
H 2.026 -8.173 -1.013
H 1.834 -6.456 -1.357
H -0.380 -7.214 1.840
H -0.898 -7.769 0.256
H -0.550 -9.565 2.036
H 1.370 -10.085 -0.277
H 0.402 -11.230 0.637
H -0.392 -10.092 -0.455
H 1.369 -8.659 3.046
H 2.232 -8.762 1.701
C -3.525 6.315 -1.686
O -2.323 5.595 -1.467
C -1.328 6.311 -0.738
C -1.515 6.276 0.792
C -2.613 7.211 1.294
N -1.794 4.916 1.269
H -3.344 7.383 -1.833
H -4.216 6.154 -0.857
H -3.997 5.918 -2.589
H -0.380 5.814 -0.972
H -1.238 7.338 -1.111
H -0.575 6.612 1.244
H -3.615 6.825 1.100
H -2.529 7.347 2.377
H -2.529 8.198 0.830
H -1.012 4.316 1.009
H -2.569 4.553 0.712
C 4.439 6.509 -4.766
O 3.087 6.172 -5.028
C 2.702 4.878 -4.574
C 2.327 4.816 -3.079
C 3.537 4.826 -2.148
N 1.427 5.912 -2.700
H 5.101 5.641 -4.834
H 4.526 6.980 -3.784
H 4.755 7.243 -5.511
H 1.809 4.618 -5.155
H 3.465 4.134 -4.830
H 1.802 3.868 -2.913
H 3.989 5.816 -2.057
H 3.242 4.518 -1.140
H 4.305 4.128 -2.495
H 0.579 5.845 -3.262
H 1.856 6.781 -3.020
C 5.929 -2.307 3.498
O 5.606 -0.926 3.510
C 5.933 -0.232 2.310
C 4.881 -0.370 1.191
C 4.930 -1.717 0.473
N 3.521 -0.151 1.698
H 6.841 -2.512 2.929
H 5.093 -2.885 3.100
H 6.087 -2.626 4.531
H 5.989 0.826 2.590
H 6.934 -0.512 1.959
H 5.096 0.401 0.443
H 4.496 -2.525 1.066
H 4.361 -1.669 -0.462
H 5.958 -1.990 0.220
H 3.472 0.786 2.094
H 3.398 -0.759 2.510

The gap between HOMO and LUMO comes out at 8.1 eV. As for the highest occupied orbital energy: -9.082 eV. Its structure (SMILES) is [H]/N=C/CN1C(=O)c2cc(CCOC=O)c(NCC)c(CC=O)c2C1=O.COC[C@@H](C)N.COC[C@@H](C)N.COC[C@@H](C)N.COC[C@@H](C)N.

What is the formula in the third record?
C33H62AuClGeO9SSi